Computed, not measured: C5H4N2 in the gas phase at a distorted geometry, with wB97M-V/def2-TZVPD.

Properties
Orbital gap (spin up / spin down), eV: 8.89 / 8.89
Electronic energy, Ha: -302.2192
HOMO (spin up / spin down), eV: -9.12 / -9.12
Net charge: 0
Relative energy (zero: lowest compared OMol25 entry of this formula, charge and spin), eV: 5.690

XYZ file:
```
11
Properties=species:S:1:pos:R:3:forces:R:3:lowdin_charge:R:1
C 3.05537 0.54493 0.00210 -0.860 -0.071 0.418 -0.0135
C 1.87529 0.41585 0.42274 0.861 0.514 0.619 -0.2743
C 0.51478 0.19669 0.41815 0.114 0.496 0.189 -0.3242
C -0.11038 -0.97181 -0.22405 0.583 0.216 -0.517 -0.0445
C -1.53083 -0.57847 -0.32178 0.199 0.266 -0.181 -0.1000
N -1.72073 0.63171 0.08652 0.177 -0.471 -0.003 0.0765
N -0.48975 1.09314 0.48392 0.434 0.084 0.318 0.0609
H 0.68661 -0.46371 -0.93509 -1.823 -1.356 -1.193 0.1932
H 0.22684 -1.99945 -0.13142 0.022 0.237 0.312 0.1397
H -2.38004 -1.17842 -0.63799 0.312 0.109 0.013 0.1176
H -0.37342 2.07082 0.69822 -0.018 -0.025 0.024 0.1685
```
Forces are in eV/Å.